{
  "formula": "C33H81BN6O10S",
  "method": "wB97M-V/def2-TZVPD",
  "symbols": ["C", "C", "O", "B", "O", "C", "C", "S", "C", "C", "O", "C", "O", "C", "N", "C", "C", "C", "C", "C", "O", "H", "H", "H", "H", "H", "H", "H", "H", "H", "H", "H", "H", "H", "H", "H", "H", "H", "H", "H", "H", "H", "H", "H", "H", "H", "H", "C", "C", "C", "O", "C", "N", "H", "H", "H", "H", "H", "H", "H", "H", "H", "H", "H", "C", "C", "C", "O", "C", "N", "H", "H", "H", "H", "H", "H", "H", "H", "H", "H", "H", "C", "C", "C", "O", "C", "N", "H", "H", "H", "H", "H", "H", "H", "H", "H", "H", "H", "C", "C", "C", "O", "C", "N", "H", "H", "H", "H", "H", "H", "H", "H", "H", "H", "H", "C", "C", "C", "O", "C", "N", "H", "H", "H", "H", "H", "H", "H", "H", "H", "H", "H"],
  "xyz": [[0.578, 1.194, -1.407], [-0.346, 1.234, -0.088], [-1.532, 2.049, -0.222], [-1.385, 3.348, 0.355], [-0.722, 3.667, 1.587], [-2.096, 4.606, -0.442], [-1.510, 4.859, -1.914], [0.334, 5.097, -1.693], [1.042, 5.122, -3.440], [2.652, 5.126, -3.217], [-1.717, 5.858, 0.248], [-2.946, 6.576, 0.384], [-3.202, 7.769, 0.177], [-3.985, 5.427, 0.832], [-3.662, 5.158, 2.267], [-3.660, 4.298, -0.254], [-4.524, 4.210, -1.598], [-5.755, 3.192, -1.337], [-6.758, 3.194, -2.597], [-8.255, 2.928, -2.014], [-8.797, 4.196, -1.565], [0.062, 1.831, -2.212], [0.690, 0.130, -1.817], [1.637, 1.579, -1.219], [-0.676, 0.145, 0.097], [0.331, 1.502, 0.783], [0.007, 4.305, 1.397], [-1.913, 5.886, -2.248], [-1.771, 4.047, -2.667], [0.663, 6.074, -3.929], [0.694, 4.178, -3.994], [3.231, 5.149, -4.191], [2.848, 6.042, -2.549], [2.856, 4.182, -2.589], [-5.089, 5.727, 0.814], [-3.452, 4.156, 2.394], [-2.810, 5.662, 2.563], [-3.931, 3.325, 0.289], [-3.935, 3.757, -2.469], [-4.869, 5.244, -1.938], [-6.304, 3.449, -0.358], [-5.277, 2.148, -1.302], [-6.503, 2.386, -3.360], [-6.769, 4.194, -3.155], [-8.921, 2.388, -2.760], [-8.099, 2.249, -1.096], [-8.169, 4.502, -0.872], [6.044, -2.078, 0.245], [4.577, -2.328, -0.094], [4.058, -1.458, -1.257], [3.789, -0.106, -0.901], [4.929, 0.737, -0.890], [3.770, -2.145, 1.119], [6.195, -1.149, 0.797], [6.429, -2.886, 0.875], [6.656, -2.042, -0.661], [4.493, -3.375, -0.407], [3.097, -1.871, -1.582], [4.725, -1.505, -2.125], [5.652, 0.465, -1.664], [5.401, 0.720, 0.095], [4.593, 1.760, -1.074], [2.808, -2.408, 0.914], [3.713, -1.142, 1.298], [0.968, -5.221, 4.175], [2.048, -4.797, 3.185], [2.708, -5.980, 2.450], [3.653, -6.702, 3.232], [3.082, -7.668, 4.100], [3.042, -3.976, 3.888], [1.382, -5.636, 5.096], [0.360, -4.359, 4.463], [0.300, -5.966, 3.732], [1.563, -4.172, 2.427], [3.278, -5.574, 1.606], [1.959, -6.657, 2.021], [2.194, -8.138, 3.667], [2.842, -7.214, 5.063], [3.831, -8.442, 4.280], [3.707, -3.614, 3.204], [3.604, -4.607, 4.461], [7.925, -6.972, 4.674], [6.862, -5.981, 4.212], [6.939, -5.653, 2.706], [7.989, -4.755, 2.357], [9.260, -5.365, 2.205], [6.953, -4.766, 5.033], [8.913, -6.517, 4.765], [7.668, -7.369, 5.660], [8.000, -7.818, 3.985], [5.887, -6.445, 4.395], [6.012, -5.142, 2.425], [6.987, -6.563, 2.096], [9.185, -6.374, 1.789], [9.785, -5.386, 3.163], [9.849, -4.751, 1.522], [6.181, -4.148, 4.789], [7.779, -4.253, 4.725], [-6.695, 7.717, -3.953], [-6.539, 7.822, -2.439], [-7.168, 9.098, -1.844], [-6.401, 10.280, -2.048], [-6.578, 10.885, -3.317], [-5.114, 7.713, -2.098], [-6.011, 8.374, -4.493], [-6.479, 6.696, -4.285], [-7.717, 7.957, -4.261], [-7.062, 6.965, -2.001], [-7.223, 8.970, -0.758], [-8.198, 9.240, -2.192], [-7.602, 10.777, -3.686], [-5.869, 10.469, -4.036], [-6.356, 11.949, -3.216], [-5.022, 7.685, -1.084], [-4.672, 8.596, -2.355], [-1.910, -7.242, -2.384], [-2.364, -7.100, -0.934], [-1.586, -6.024, -0.149], [-0.280, -6.421, 0.255], [0.713, -6.287, -0.749], [-2.281, -8.412, -0.279], [-0.963, -7.776, -2.477], [-2.650, -7.808, -2.957], [-1.800, -6.263, -2.859], [-3.415, -6.794, -0.954], [-2.131, -5.827, 0.780], [-1.551, -5.073, -0.695], [0.536, -5.422, -1.394], [0.771, -7.201, -1.344], [1.677, -6.157, -0.253], [-2.676, -8.335, 0.657], [-1.294, -8.603, -0.108]],
  "atomic_forces_ev_per_a": [[-0.411, 0.215, -0.354], [1.352, -2.323, -0.116], [1.512, 1.991, 1.286], [0.407, 0.308, -0.255], [0.285, -0.785, -2.108], [1.229, -1.685, -0.295], [-0.818, 0.799, 0.135], [-0.419, -0.425, -0.986], [0.358, -0.305, 0.113], [-1.569, -0.018, 0.911], [-2.725, 1.403, -0.393], [-1.599, 0.733, -0.331], [1.819, -3.769, 0.874], [-0.409, 1.350, -0.803], [0.595, -0.784, -0.675], [-0.295, 0.357, 0.524], [-0.610, -0.117, 0.496], [0.787, 0.534, -1.469], [-1.051, -0.307, 0.552], [1.753, -0.314, 0.229], [0.618, -0.860, 0.141], [0.884, -0.868, 1.092], [-0.272, 1.501, 0.658], [-1.597, -0.394, -0.215], [0.210, 1.760, -0.162], [-1.232, 0.051, -0.892], [-1.051, -0.355, 0.353], [0.341, -1.698, 0.235], [0.484, 0.967, 1.087], [0.570, -1.326, 0.399], [0.514, 1.502, 0.705], [-0.736, -0.010, 1.307], [0.110, -1.370, -1.185], [0.061, 1.436, -1.136], [1.586, -0.050, -0.409], [-0.123, 0.680, 0.009], [-0.670, -0.531, -0.353], [1.157, 0.958, -0.703], [-0.559, 0.687, 1.363], [0.359, -1.301, 0.477], [0.833, -0.459, -1.402], [-0.892, 1.444, 0.463], [-0.117, 0.986, 1.100], [0.037, -1.288, 0.883], [0.591, 1.188, 0.991], [-0.495, 0.713, -1.398], [-0.720, -0.209, -0.681], [0.195, -0.229, 0.072], [0.181, 0.417, 0.079], [-0.329, -0.154, 0.080], [0.264, -0.259, -0.277], [-0.238, 0.176, 0.223], [-0.206, -0.033, -0.229], [-0.099, -0.019, -0.066], [-0.047, 0.089, -0.045], [-0.031, 0.018, 0.044], [-0.107, 0.067, -0.049], [-0.009, 0.107, 0.065], [0.132, 0.063, 0.073], [0.006, -0.074, 0.051], [0.211, 0.010, -0.095], [-0.064, -0.072, -0.043], [0.065, -0.059, 0.087], [0.095, -0.153, 0.098], [-0.312, 0.045, 0.003], [0.195, -0.223, 0.384], [0.101, 0.226, -0.185], [-0.333, -0.095, -0.237], [0.328, 0.071, 0.151], [0.281, -0.173, -0.243], [0.069, 0.018, -0.098], [0.125, -0.058, -0.032], [0.040, 0.019, 0.013], [0.113, -0.058, -0.057], [0.096, 0.003, 0.112], [-0.085, -0.053, 0.169], [-0.033, 0.089, 0.005], [-0.194, -0.118, 0.020], [0.012, 0.046, -0.092], [-0.187, 0.247, -0.027], [-0.203, 0.080, 0.068], [-0.003, -0.215, 0.150], [0.356, 0.076, -0.065], [-0.323, 0.194, 0.144], [-0.105, -0.399, -0.142], [0.039, 0.381, 0.063], [-0.102, 0.090, -0.263], [-0.076, 0.033, -0.060], [0.008, 0.098, -0.093], [0.015, 0.048, 0.018], [0.011, 0.143, -0.165], [0.076, 0.041, 0.048], [0.137, -0.053, 0.051], [-0.041, -0.025, 0.083], [0.094, -0.213, -0.041], [-0.101, 0.005, -0.012], [0.000, -0.066, 0.132], [-0.064, -0.097, 0.131], [-0.138, -0.209, -0.151], [0.227, 0.325, -0.293], [0.133, -0.106, 0.321], [-0.425, -0.191, -0.123], [0.322, 0.117, 0.157], [-0.302, 0.060, 0.179], [-0.023, 0.016, 0.120], [0.011, 0.095, 0.066], [0.058, -0.006, 0.001], [-0.024, 0.081, 0.082], [0.101, 0.073, -0.057], [0.030, 0.013, -0.161], [0.018, -0.089, -0.010], [-0.150, 0.006, -0.179], [-0.033, -0.055, 0.089], [0.102, 0.007, -0.104], [0.022, -0.170, -0.001], [-0.152, 0.000, -0.249], [0.419, -0.110, -0.066], [-0.231, -0.101, 0.277], [-0.150, 0.341, -0.225], [0.119, -0.253, 0.233], [0.035, 0.220, 0.236], [-0.036, 0.051, 0.099], [0.077, 0.032, 0.114], [0.019, -0.047, 0.024], [0.069, 0.032, 0.124], [0.112, -0.071, -0.002], [0.093, -0.046, -0.126], [-0.089, -0.045, -0.032], [0.046, 0.124, -0.204], [-0.078, 0.026, 0.033], [-0.079, -0.085, -0.117], [-0.135, -0.045, -0.118]],
  "mulliken_charge": [-0.35, -0.32, -0.60, 1.04, -0.63, 0.08, -0.87, -0.15, -0.28, -0.72, -0.42, -0.10, -0.63, 0.66, -0.71, -0.57, -0.08, -0.61, -0.14, -0.52, -0.54, 0.13, 0.23, -0.02, 0.25, 0.24, 0.37, 0.44, 0.45, 0.33, 0.24, 0.34, 0.25, 0.08, 0.33, 0.31, 0.32, 0.36, 0.13, -0.12, 0.35, 0.15, 0.40, -0.02, 0.35, 0.26, 0.31, -1.25, 0.63, -0.99, -0.17, -0.70, -0.47, 0.28, 0.07, 0.35, 0.33, 0.32, 0.47, 0.33, 0.27, 0.15, 0.20, 0.25, -1.61, 0.47, -0.32, -0.29, -0.85, -0.65, 0.33, 0.38, 0.31, 0.22, -0.09, 0.50, 0.38, 0.31, 0.24, 0.25, 0.37, -1.61, 0.84, -0.11, -0.38, -0.75, -0.73, 0.33, 0.38, 0.34, -0.08, -0.25, 0.51, 0.34, 0.25, 0.26, 0.28, 0.35, -1.61, 0.94, -0.86, -0.39, -0.66, -0.44, 0.34, 0.32, 0.38, -0.08, 0.33, 0.50, 0.30, 0.23, 0.26, 0.08, 0.34, -1.38, 0.34, -0.78, -0.21, -0.56, -0.76, 0.28, 0.35, 0.34, 0.43, 0.32, 0.41, 0.31, 0.23, 0.11, 0.28, 0.33],
  "lumo_energy_ev": 0.23,
  "smiles": "CCOB(O)[C@]1(CSCC)OC(=O)[C@H](N)[C@H]1CCCCO.COC[C@@H](C)N.COC[C@@H](C)N.COC[C@@H](C)N.COC[C@@H](C)N.COC[C@@H](C)N",
  "orbital_gap_ev": 8.997,
  "charge": 0,
  "homo_ev": -8.8
}


{
  "formula": "C14H7BF4N2OOsS3",
  "method": "wB97M-V/def2-TZVPD",
  "symbols": ["Os", "S", "C", "S", "C", "C", "N", "C", "N", "F", "B", "F", "F", "F", "C", "C", "O", "S", "C", "C", "C", "C", "C", "C", "C", "C", "H", "H", "H", "H", "H", "H", "H"],
  "xyz": [[1.360, -2.813, -1.744], [3.459, -1.986, -1.933], [3.731, -2.609, -0.289], [2.380, -3.479, 0.371], [4.914, -2.405, 0.344], [5.125, -2.906, 1.662], [5.293, -3.306, 2.727], [5.966, -1.683, -0.291], [6.802, -1.098, -0.821], [1.518, -4.828, -2.636], [0.078, -5.110, -2.397], [-0.420, -3.704, -2.584], [-0.443, -5.936, -3.300], [-0.065, -5.395, -1.075], [-3.481, 3.283, 2.884], [-3.880, 4.475, 2.056], [-4.727, 5.254, 2.388], [-3.109, 4.779, 0.456], [-2.200, 3.304, 0.072], [-0.808, 3.324, 0.101], [-0.090, 2.197, -0.250], [-0.763, 1.029, -0.633], [-2.164, 1.013, -0.661], [-2.873, 2.148, -0.320], [-0.029, -0.121, -1.007], [0.576, -1.139, -1.327], [-4.387, 2.728, 3.129], [-3.066, 3.667, 3.816], [-2.758, 2.626, 2.412], [-0.294, 4.228, 0.403], [0.991, 2.206, -0.232], [-2.682, 0.112, -0.962], [-3.955, 2.146, -0.358]],
  "atomic_forces_ev_per_a": [[-0.020, 0.184, -0.268], [0.164, -0.080, 0.309], [-0.094, 0.023, -0.222], [0.027, 0.004, 0.004], [-0.136, -0.023, -0.050], [0.063, -0.055, 0.167], [-0.023, 0.007, -0.037], [0.178, 0.092, -0.073], [-0.035, -0.004, 0.001], [0.022, -0.007, 0.068], [0.031, -0.183, -0.061], [-0.075, 0.088, 0.257], [0.028, 0.016, 0.004], [-0.072, -0.065, -0.065], [0.061, 0.053, 0.112], [-0.235, -0.323, -0.205], [0.112, 0.139, 0.126], [0.055, 0.089, -0.075], [-0.012, 0.044, 0.051], [0.003, -0.014, 0.014], [-0.018, -0.056, -0.037], [0.009, 0.216, 0.031], [-0.009, -0.035, -0.012], [0.017, -0.018, -0.006], [-0.017, -0.140, -0.005], [-0.037, 0.011, -0.028], [0.014, 0.008, -0.006], [-0.002, -0.023, 0.017], [-0.015, 0.042, -0.004], [-0.001, -0.007, -0.004], [-0.006, 0.003, 0.003], [0.016, 0.011, -0.004], [0.009, 0.004, -0.003]],
  "mulliken_spin": [2.82, 0.29, 0.01, 0.41, 0.09, -0.03, 0.04, -0.02, 0.03, 0.02, -0.02, 0.02, 0.00, 0.01, 0.00, 0.00, 0.00, 0.00, 0.07, -0.03, 0.07, -0.08, 0.07, -0.03, 0.39, -0.11, 0.00, 0.00, 0.00, 0.00, 0.00, 0.00, 0.00],
  "lumo_energy_ev": [-1.80, -3.67],
  "multiplicity": 5,
  "orbital_gap_ev": [7.242, 5.840],
  "charge": 0,
  "homo_ev": [-9.0, -9.5]
}


{
  "formula": "C11H19F3N3O8PS",
  "method": "wB97M-V/def2-TZVPD",
  "symbols": ["O", "N", "O", "C", "C", "N", "C", "C", "C", "C", "S", "O", "O", "O", "C", "N", "P", "O", "H", "H", "H", "H", "H", "H", "H", "H", "H", "H", "H", "H", "H", "C", "C", "O", "C", "O", "C", "F", "F", "F", "H", "H", "H", "H", "H", "H"],
  "xyz": [[1.161, -1.591, 2.573], [0.243, -1.429, 1.888], [0.011, -0.017, 1.690], [-0.651, 0.174, 0.453], [0.407, 0.606, -0.506], [1.705, 0.475, -0.245], [2.467, 0.956, -1.296], [3.947, 0.902, -1.287], [4.468, -0.519, -1.016], [3.943, -1.509, -2.044], [4.845, -3.024, -1.920], [4.501, -3.654, -0.692], [6.213, -2.755, -2.236], [4.210, -3.891, -3.085], [1.584, 1.395, -2.216], [0.304, 1.170, -1.724], [-1.206, 1.483, -2.567], [-1.312, 0.599, -3.733], [-1.174, -0.735, 0.157], [-1.354, 0.971, 0.584], [2.088, 0.073, 0.597], [4.329, 1.196, -2.260], [4.363, 1.569, -0.538], [5.553, -0.530, -1.013], [4.151, -0.835, -0.024], [2.895, -1.766, -1.923], [4.103, -1.113, -3.044], [4.384, -3.432, -3.919], [1.793, 1.820, -3.177], [-2.127, 1.208, -1.567], [-1.179, 2.839, -2.914], [-4.505, 0.894, 4.244], [-4.686, -0.394, 3.447], [-5.213, -0.238, 2.148], [-4.300, 0.095, 1.080], [-3.194, -0.604, 1.007], [-3.926, 1.602, 1.082], [-4.898, 2.477, 1.374], [-3.512, 1.896, -0.203], [-2.874, 1.935, 1.865], [-5.348, 1.566, 4.084], [-4.435, 0.661, 5.309], [-3.593, 1.422, 3.972], [-5.429, -1.004, 3.968], [-3.762, -0.980, 3.421], [-4.991, 0.035, 0.207]],
  "atomic_forces_ev_per_a": [[-0.167, 0.022, 0.236], [0.025, 0.005, -0.226], [0.368, -0.223, 0.032], [0.410, 0.045, 0.348], [0.457, -0.178, -0.168], [0.102, 0.045, -0.261], [-0.185, 0.190, -0.169], [0.457, -0.570, -0.065], [-0.489, 0.054, 0.277], [0.175, 0.094, -0.132], [0.396, -0.067, 0.422], [-0.124, -0.117, -0.127], [-0.017, 0.089, -0.151], [-0.250, 0.128, 0.049], [0.396, -0.141, 0.037], [-0.359, 0.409, 0.614], [-0.388, -1.337, -1.104], [0.197, 0.224, -0.134], [-0.343, 0.058, -0.149], [-0.644, 0.154, 0.072], [-0.255, 0.050, 0.223], [-0.081, 0.341, -0.128], [-0.009, 0.214, 0.067], [0.160, 0.108, -0.062], [0.079, -0.145, 0.169], [-0.172, 0.051, 0.055], [-0.012, -0.037, -0.191], [0.121, -0.261, -0.198], [-0.218, 0.086, -0.193], [0.042, 0.365, 0.429], [0.230, 0.163, 0.528], [0.165, 0.035, -0.112], [-0.088, -0.359, 0.284], [-0.036, 0.598, -0.012], [0.178, -0.499, -0.060], [0.088, 0.038, -0.076], [-0.222, 0.000, 0.206], [-0.021, -0.030, -0.165], [-0.027, 0.408, 0.018], [0.090, 0.027, -0.094], [-0.054, -0.030, 0.043], [-0.058, -0.027, 0.002], [-0.019, 0.029, -0.021], [0.000, -0.038, -0.044], [0.067, 0.112, -0.113], [0.036, -0.081, 0.042]],
  "mulliken_charge": [-0.34, 0.17, -0.32, -0.29, 0.38, 0.14, 0.42, -0.90, -0.95, -0.56, 1.23, -0.60, -0.60, -0.46, -0.81, 0.09, 0.49, -0.63, 0.59, 0.13, 0.30, 0.37, 0.32, 0.53, 0.34, 0.35, 0.46, 0.37, 0.47, 0.12, 0.14, -1.01, -0.22, -0.41, 0.12, -0.76, 0.62, -0.32, -0.30, -0.28, 0.24, 0.41, 0.18, 0.33, 0.23, 0.19],
  "lumo_energy_ev": -0.77,
  "orbital_gap_ev": 6.334,
  "charge": 0,
  "homo_ev": -7.1
}


Calculated strongest force on any atom (Eh/bohr), listed in the same order as above: 0.0831, 0.0087, 0.0346